2 unconnected molecules or ions with the total composition C9H19N2O in a non-equilibrium geometry. Source: the OMol25 dataset; level of theory: the ωB97M-V functional and the def2-TZVPD basis.

Its HOMO energy is -12.56 eV. The total charge is +1.

CARTESIAN COORDINATES (ANGSTROEM)
C -2.386081 -2.416105 0.610778
C -1.814888 -1.275674 0.981932
C 3.065369 0.382574 -0.433029
C 3.039244 -0.985919 -0.858189
C -2.678131 0.482230 -1.420300
C -2.022401 1.768580 0.499623
C 3.421838 0.857701 0.890154
C -0.893167 -0.508744 0.107385
C -1.465260 0.814574 -0.557485
N 0.809723 -0.124927 1.636086
N 0.355592 -0.093021 0.541561
O 2.404353 1.243262 -1.153200
H -2.961986 -3.100142 1.210726
H -2.172472 -2.791980 -0.422193
H -2.027526 -0.855970 2.058584
H 2.839715 -1.677486 -0.086292
H 2.553196 -1.275163 -1.808832
H 4.146578 -1.262732 -1.080956
H -2.509446 -0.198925 -2.229283
H -2.942998 1.505559 -1.827298
H -3.439076 0.046457 -0.707939
H -2.583524 2.490986 -0.173907
H -1.266470 2.260020 1.137544
H -2.713740 1.196165 1.123236
H 4.363201 0.514466 1.176246
H 3.433280 1.978450 0.844509
H 2.507531 0.522237 1.396027
H -0.751035 -1.223999 -0.809681
H -0.641979 1.314680 -1.071408
H 0.335431 -0.529716 2.396158
H 1.995135 0.942565 -1.970544

Atoms 1-3, force components in eV/Å:
C 0.930 -0.310 -1.383
C -0.716 0.567 3.095
C -3.003 1.112 -0.761

For reference, the Mulliken charges in units of e are: -0.819, -0.302, 0.880, -1.224, -1.253, -1.236, -0.807, 0.462, 0.024, -0.672, 0.280, -0.369, 0.336, 0.198, 0.219, 0.324, 0.411, 0.375, 0.369, 0.426, 0.291, 0.384, 0.340, 0.337, 0.404, 0.325, 0.255, 0.220, 0.226, 0.183, 0.412


2 unconnected molecules or ions with the total composition C4H6N2S in a non-equilibrium geometry. Source: the OMol25 dataset; level of theory: the ωB97M-V functional and the def2-TZVPD basis.

Its HOMO energy is -8.30 eV.

CARTESIAN COORDINATES (ANGSTROEM)
C 0.625291 0.535126 -1.246768
C 0.148923 1.630627 0.984251
C 1.212141 0.679553 3.125117
C 1.384579 -0.547188 -1.364882
N 0.228806 1.155279 -0.097015
N 0.070143 -1.649436 2.419397
S 1.353822 -0.800622 2.395267
H 0.511682 1.071226 -2.130899
H 1.982378 1.456113 3.207071
H 0.378295 0.910604 3.894514
H 1.583318 -1.093043 -2.194512
H 1.757006 -1.255477 -0.619527
H -0.547311 -1.230107 3.147425

Atoms 1-3, force components in eV/Å:
C 1.493 -1.091 -0.138
C -0.655 -0.004 -1.793
C -0.631 -0.741 1.893

For reference, the Mulliken charges in units of e are: -0.004, -0.036, -0.621, -0.674, -0.044, -0.467, 0.202, 0.321, 0.364, 0.241, 0.295, 0.187, 0.235


A molecular structure, C20H42N3NiOP2 in a non-equilibrium geometry. Source: the OMol25 dataset; level of theory: the ωB97M-V functional and the def2-TZVPD basis.

The spin multiplicity is 3. Its HOMO energy (spin up / spin down) is -10.58 / -10.21 eV. The total charge is +1.

CARTESIAN COORDINATES (ANGSTROEM)
Ni -0.357476 0.064546 1.026548
P -0.895227 2.001360 -0.142184
P 0.681627 -1.989649 0.385770
N -1.562248 -0.680767 -0.866572
C -2.681687 1.520633 -0.242322
H -3.026313 1.418073 0.796916
H -3.314314 2.274837 -0.731903
C -2.812283 0.167405 -0.953630
H -3.643233 -0.388449 -0.473895
H -3.094620 0.290298 -2.017661
C -1.978305 -2.073045 -0.491339
H -2.041394 -2.657660 -1.421391
H -2.984859 -2.052108 -0.033558
C -1.033790 -2.681460 0.534379
H -1.047281 -3.768960 0.417971
H -1.398108 -2.456771 1.548043
C 1.539519 -3.010751 1.677138
C 1.549250 -2.265421 3.014773
H 0.539268 -2.128302 3.416415
H 2.026024 -1.280567 2.909455
H 2.126940 -2.846295 3.746343
C 1.133249 -2.812987 -1.237804
C 2.578861 -2.542928 -1.686149
H 2.652549 -2.725277 -2.769678
H 3.289426 -3.223535 -1.194878
H 2.899249 -1.508544 -1.501323
C -0.604022 2.718073 -1.848675
C 0.691203 3.537723 -1.915444
H 0.899102 3.797413 -2.963209
H 1.557867 2.981675 -1.538810
H 0.618422 4.485321 -1.362649
C -0.876305 3.408807 1.042886
C 0.569750 3.737798 1.435041
H 0.589903 4.091703 2.472615
H 0.987631 4.538952 0.812904
H 1.251259 2.878384 1.372132
C 0.166703 -0.602138 -3.335592
C 0.833963 -4.325339 -1.237141
H 1.065867 -4.784202 -0.269401
H -0.212899 -4.537401 -1.474136
H 1.441303 -4.823492 -2.001313
C -1.755866 3.534255 -2.460596
H -1.479836 3.825035 -3.480254
H -2.691267 2.979273 -2.533987
H -1.938744 4.455059 -1.901586
C -1.663046 4.644578 0.611645
H -1.801899 5.282573 1.494574
H -1.120125 5.240577 -0.133788
H -2.661620 4.398824 0.231807
C 2.962058 -3.448316 1.315217
H 3.572129 -2.599764 0.975613
H 3.438257 -3.860025 2.215981
H 2.992042 -4.235782 0.553648
H 0.906771 -3.908007 1.774777
H -1.384335 2.984219 1.924660
H 0.468897 -2.322699 -1.968459
H -0.471003 1.814164 -2.469935
O 1.130418 0.003546 -3.614713
H -1.153401 -0.729753 -1.922420
H -0.795256 -0.973601 -3.853995
N -0.394031 1.186452 4.935053
C -1.641244 0.550393 4.944016
C -1.838933 0.092262 3.678269
N -0.727599 0.432931 2.894258
C 0.121496 1.096303 3.695725
H 0.078479 1.630625 5.720557
H -2.263562 0.468689 5.810479
H -2.652840 -0.456516 3.223553
H 1.086112 1.488432 3.383092

Atoms 1-3, force components in eV/Å:
Ni 0.213 -0.163 -1.923
P -0.317 0.510 0.136
P 0.102 -0.594 0.110

For reference, the Mulliken charges in units of e are: -0.767, 0.590, 0.895, 0.894, -1.170, 0.520, 0.715, -0.784, 0.388, 0.188, -0.775, 0.124, 0.478, -1.188, 0.694, 0.517, 0.588, -1.381, 0.300, 0.212, 0.527, 1.256, -1.761, 0.437, 0.446, 0.345, 1.450, -1.558, 0.468, 0.349, 0.233, 0.953, -1.592, 0.392, 0.415, 0.255, 0.165, -1.743, 0.345, 0.322, 0.454, -1.515, 0.466, 0.307, 0.230, -1.738, 0.449, 0.307, 0.370, -1.706, 0.324, 0.508, 0.299, 0.384, 0.425, -0.332, -0.560, -0.332, -0.870, 0.268, -0.067, -0.846, -0.561, 1.048, -0.629, 0.248, 0.427, 0.427, 0.474


C17H16N2OS in the gas phase. Source: the OMol25 dataset; level of theory: the ωB97M-V functional and the def2-TZVPD basis.

Its HOMO energy is -8.34 eV.

CARTESIAN COORDINATES (ANGSTROEM)
C -3.392782 1.150764 -2.576324
C -2.924945 1.660730 -1.211731
C -2.918029 0.538751 -0.219665
C -3.919884 0.330121 0.674663
C -3.882905 -0.782880 1.585965
O -4.699366 -1.087253 2.426076
N -2.725294 -1.571293 1.422674
C -1.776911 -1.293379 0.505033
S -0.416214 -2.390533 0.458919
C 0.589978 -1.691697 -0.919171
C 1.955936 -1.309805 -0.452076
C 2.998720 -2.174372 -0.680881
C 4.299838 -1.880745 -0.254554
C 4.553168 -0.717337 0.413676
C 3.514202 0.198617 0.678204
C 3.764061 1.400488 1.373391
C 2.755916 2.284158 1.634121
C 1.452061 2.002216 1.202707
C 1.176367 0.847552 0.523863
C 2.191957 -0.091876 0.242940
N -1.837541 -0.287329 -0.303409
H -3.377028 1.957445 -3.304651
H -4.406258 0.762114 -2.507785
H -2.739006 0.354068 -2.922476
H -3.587420 2.454202 -0.865312
H -1.911913 2.055887 -1.305357
H -4.771384 0.987436 0.734007
H -2.626766 -2.373264 2.034625
H 0.001532 -0.855692 -1.292365
H 0.644866 -2.480948 -1.668014
H 2.815800 -3.103565 -1.201873
H 5.093868 -2.584012 -0.456643
H 5.551467 -0.481279 0.752876
H 4.774222 1.606632 1.697622
H 2.954437 3.201097 2.169229
H 0.660233 2.707303 1.410593
H 0.165035 0.657694 0.201105

Atoms 1-3, force components in eV/Å:
C 0.064 0.098 0.101
C -0.180 -0.081 -0.062
C -0.395 0.107 0.409

For reference, the Mulliken charges in units of e are: -1.159, -0.644, 0.577, -0.504, 0.081, -0.657, -0.092, 0.303, -0.228, -0.973, 0.659, -0.605, -0.734, -0.878, 0.995, -0.849, -0.561, -0.736, -0.013, 0.409, -0.188, 0.375, 0.328, 0.302, 0.372, 0.222, 0.458, 0.214, 0.439, 0.541, 0.385, 0.384, 0.389, 0.373, 0.385, 0.430, 0.199


4 unconnected molecules or ions with the total composition C2H9NS in a non-equilibrium geometry. Source: the OMol25 dataset; level of theory: the ωB97M-V functional and the def2-TZVPD basis.

The spin multiplicity is 2. Its HOMO energy (spin up / spin down) is 0.90 / -3.99 eV. The total charge is -1.

CARTESIAN COORDINATES (ANGSTROEM)
N 1.223510 1.370949 -1.684005
H 0.524082 0.959465 -1.209802
H 0.985313 0.233942 3.127360
H 1.373486 1.036677 -2.639167
H 0.868248 2.328320 -1.860800
C -0.463687 -0.891606 -0.416088
C -1.263698 -0.545376 0.854227
S -2.301127 -0.627353 -0.502967
H 1.018787 -0.627063 2.921189
H 0.541112 -0.477891 -0.681463
H -0.459706 -1.892012 -0.802901
H -0.904857 0.373753 1.212479
H -1.141463 -1.241805 1.681937

Atoms 1-3, force components in eV/Å:
N 3.029 3.978 -2.739
H -2.936 -2.057 1.309
H 0.129 -3.327 -0.768

For reference, the Mulliken charges in units of e are: -0.689, 0.273, 0.038, 0.218, 0.210, -0.671, -0.749, -0.795, -0.040, 0.515, 0.176, 0.283, 0.230


The evaluated energy for the records listed, in turn: -14658.137, -18055.383, -87552.508, -33752.879, -14540.954 eV.
The evaluated energy relative to the best compared isomer or geometry (same formula, charge and spin) for the records listed, in turn: 4.6985, 5.5907, 0.0000, 0.0000, 2.6552 eV.